# 1
Entry from OMol25: 2 unconnected molecules or ions with the total composition C11H15N at a distorted geometry (the ωB97M-V functional and the def2-TZVPD basis).

Output
Energy relative to the best compared isomer or geometry (same formula, charge and spin)   87.0 kJ/mol
E_HOMO   -7.9 eV
Multiplicity   1
LUMO energy   0.0335 hartree
DFT total energy   -482.8820 Ha
Structure (SMILES)   Cc1c[nH]c2ccccc12.CC
Frontier orbital gap   8.847 eV

Element x y z (Å)
C1 1.6676 0.8020 2.5373
C2 0.9675 -0.2728 1.7817
C3 0.3604 -1.4092 2.2304
N1 0.1461 -2.3013 1.2083
C4 0.4303 -1.6672 0.0190
C5 0.3770 -2.1516 -1.3036
C6 0.9697 -1.3831 -2.2807
C7 1.7226 -0.2334 -1.9343
C8 1.6435 0.3009 -0.6788
C9 1.0044 -0.3961 0.3720
H1 2.6735 0.4396 2.7718
H2 1.2114 1.0310 3.4971
H3 1.6592 1.7174 1.9591
H4 0.4148 -1.7860 3.2470
H5 -0.5595 -3.0236 1.2698
H6 -0.3099 -2.9488 -1.5628
H7 1.0808 -1.7650 -3.2842
H8 2.0889 0.3149 -2.7940
H9 2.2383 1.1836 -0.4603
C10 -3.2517 1.5494 -0.6444
C11 -1.7515 1.7638 -1.0289
H10 -3.6542 2.5529 -0.5520
H11 -3.7482 1.0074 -1.4446
H12 -3.3616 1.0264 0.3003
H13 -1.4839 1.5445 -2.0561
H14 -1.5620 2.8054 -0.7541
H15 -0.9736 1.2990 -0.4150

Force components x, y, z for each atom (eV/Å):
-0.127 -0.410 0.481
-0.504 -0.152 0.115
1.223 -0.049 1.144
-1.165 0.014 -0.599
0.764 0.755 0.109
-0.940 0.757 0.329
1.130 -0.334 0.638
-1.630 -0.145 -1.010
0.839 0.270 0.912
0.164 -1.427 -2.065
0.134 0.481 -0.234
-0.236 -0.084 0.067
0.379 0.179 -0.076
-0.554 0.185 -0.063
0.278 0.007 0.041
0.456 -0.426 0.039
-0.473 0.070 -0.209
0.592 0.156 0.364
-0.295 0.153 0.027
1.352 -0.052 -0.522
0.125 0.635 1.230
-0.557 -0.149 0.018
-0.304 -0.041 0.158
-0.093 -0.089 0.037
-0.220 0.222 -0.194
0.237 0.186 -0.780
-0.575 -0.715 0.043

# 2
Entry from OMol25: 2 unconnected molecules or ions with the total composition C11H15N at a distorted geometry (the ωB97M-V functional and the def2-TZVPD basis).

Output
Energy relative to the best compared isomer or geometry (same formula, charge and spin)   116.3 kJ/mol
E_HOMO   -7.9 eV
Multiplicity   1
LUMO energy   0.0321 hartree
DFT total energy   -482.8709 Ha
Structure (SMILES)   Cc1c[nH]c2ccccc12.CC
Frontier orbital gap   8.740 eV

Element x y z (Å)
C1 1.9001 0.1412 -1.1810
C2 0.6235 -0.5591 -0.7758
C3 -0.5776 0.0872 -0.8656
N1 -1.5760 -0.6896 -0.2649
C4 -0.9642 -1.7700 0.3403
C5 -1.4325 -2.8344 1.0988
C6 -0.5073 -3.7868 1.4997
C7 0.8226 -3.7795 1.1253
C8 1.3271 -2.7274 0.3559
C9 0.3875 -1.7984 -0.0736
H1 2.2881 0.7784 -0.3717
H2 1.7997 0.8714 -1.9804
H3 2.5233 -0.7149 -1.4888
H4 -0.6521 1.0431 -1.3451
H5 -2.3476 -0.3991 0.3254
H6 -2.4620 -2.8412 1.4105
H7 -0.8924 -4.4958 2.2422
H8 1.3947 -4.6897 1.3017
H9 2.3280 -2.6499 -0.0070
C10 -0.1398 3.5394 -0.7423
C11 -0.8717 4.2584 0.3852
H10 -0.0535 2.4671 -0.4685
H11 -0.7075 3.4216 -1.7100
H12 0.8330 3.8986 -0.9640
H13 -0.3246 3.9980 1.2967
H14 -1.8565 3.8787 0.6049
H15 -0.8623 5.3526 0.2521

Force components x, y, z for each atom (eV/Å):
-0.146 -1.132 0.149
-1.204 1.715 -0.279
0.819 -0.984 0.421
-0.659 -0.271 1.107
1.386 -1.255 -1.367
0.159 0.814 0.085
-1.465 -0.094 0.968
0.927 -0.190 -0.758
-1.575 -0.990 0.112
1.013 1.608 0.473
0.297 -0.830 0.119
-0.356 -0.395 -0.453
0.733 0.989 0.096
-0.935 -0.072 0.008
-0.084 0.905 -0.893
-0.233 -0.289 0.237
0.379 -0.199 -0.603
0.226 0.480 0.401
0.570 -0.200 0.026
-1.888 -2.039 -0.768
1.092 0.209 0.199
0.399 0.839 0.225
0.374 0.766 0.800
0.848 0.559 -0.070
0.112 0.477 0.070
-0.545 0.038 -0.469
-0.243 -0.456 0.162

# 3
Entry from OMol25: 2 unconnected molecules or ions with the total composition C11H15N at a distorted geometry (the ωB97M-V functional and the def2-TZVPD basis).

Output
Energy relative to the best compared isomer or geometry (same formula, charge and spin)   187.2 kJ/mol
E_HOMO   -7.9 eV
Multiplicity   1
LUMO energy   0.0347 hartree
DFT total energy   -482.8439 Ha
Structure (SMILES)   Cc1c[nH]c2ccccc12.CC
Frontier orbital gap   8.892 eV

Element x y z (Å)
C1 -0.2623 -1.2783 2.6583
C2 -0.6381 -1.0259 1.2025
C3 -1.6526 -0.2535 0.8797
N1 -1.7585 -0.2068 -0.5200
C4 -0.6268 -0.7633 -1.1144
C5 -0.2224 -0.8964 -2.4170
C6 1.1349 -1.1851 -2.5374
C7 1.8905 -1.5667 -1.4159
C8 1.3715 -1.6242 -0.1798
C9 0.0804 -1.1887 -0.0061
H1 -0.4338 -2.2252 3.0512
H2 -0.7416 -0.5959 3.4742
H3 0.8315 -1.2266 2.7470
H4 -2.5400 -0.0287 1.4703
H5 -2.5224 0.1558 -0.8916
H6 -0.9662 -0.7783 -3.2433
H7 1.7940 -1.1844 -3.4226
H8 3.0044 -1.6728 -1.5924
H9 1.7798 -2.1307 0.6562
C10 0.7906 4.4030 0.7852
C11 -0.1814 3.3300 1.3185
H10 1.5011 4.1497 0.0185
H11 0.2106 5.1917 0.3405
H12 1.4495 4.8839 1.6071
H13 -0.5493 3.6785 2.2923
H14 0.4446 2.3885 1.4257
H15 -1.0581 3.1355 0.6660

Force components x, y, z for each atom (eV/Å):
0.812 2.028 0.354
0.980 0.472 2.649
-3.097 -0.498 -1.776
3.121 -1.083 2.053
-2.475 0.885 1.956
0.247 0.208 -1.531
0.704 -0.407 -0.338
2.639 0.566 -1.647
-0.799 -0.849 0.912
1.803 -1.193 0.210
-0.792 -2.111 0.125
0.810 -0.705 -1.933
-0.112 0.511 0.169
0.421 0.441 -0.108
-3.742 1.884 -2.531
1.102 0.210 0.625
-1.312 0.069 -0.099
-1.481 -0.351 0.309
1.176 -0.038 0.614
0.390 1.200 1.319
1.435 -0.739 -0.107
0.115 -0.843 -0.353
-0.218 0.701 -0.037
-1.248 -0.855 -1.055
0.032 -0.408 -0.187
-1.230 0.797 0.177
0.719 0.109 0.234

# 4
Entry from OMol25: 2 unconnected molecules or ions with the total composition C11H15N at a distorted geometry (the ωB97M-V functional and the def2-TZVPD basis).

Output
Energy relative to the best compared isomer or geometry (same formula, charge and spin)   266.0 kJ/mol
E_HOMO   -7.3 eV
Multiplicity   1
LUMO energy   0.0327 hartree
DFT total energy   -482.8138 Ha
Structure (SMILES)   Cc1c[nH]c2ccccc12.CC
Frontier orbital gap   8.173 eV

Element x y z (Å)
C1 -0.9169 -2.8430 -0.4476
C2 -0.1512 -1.6704 0.0688
C3 -0.6568 -1.0406 1.2517
N1 -0.0988 0.2042 1.3297
C4 0.8538 0.3418 0.2409
C5 1.8099 1.3377 0.3002
C6 2.7609 1.0735 -0.7730
C7 2.7693 -0.1608 -1.6341
C8 1.8253 -1.1811 -1.5472
C9 0.8796 -0.9645 -0.5257
H1 -1.6733 -2.5155 -1.0702
H2 -1.4549 -3.3213 0.3509
H3 -0.3154 -3.6689 -0.8698
H4 -1.3646 -1.4844 1.9103
H5 -0.5807 0.9752 1.6835
H6 1.7240 2.2608 0.7388
H7 3.2643 1.9453 -1.0979
H8 3.3781 -0.0056 -2.4940
H9 1.7621 -1.8053 -2.4142
C10 -3.6489 1.3802 0.9259
C11 -2.9499 2.7248 0.4603
H10 -4.7215 1.3300 1.0211
H11 -3.3977 0.6349 0.0656
H12 -3.2874 1.0622 1.8727
H13 -3.4118 3.2993 -0.3176
H14 -1.9087 2.4539 0.1035
H15 -2.7715 3.4241 1.2886

Force components x, y, z for each atom (eV/Å):
1.978 -1.545 1.229
-2.582 -1.181 2.790
1.581 -0.451 -3.786
1.789 -1.628 -2.061
-0.815 -2.115 2.676
1.703 -3.613 -5.626
-2.025 -1.579 0.572
-0.966 3.140 1.883
0.514 2.546 0.382
-0.043 3.290 1.443
-1.316 0.540 -1.908
-0.204 -0.182 0.703
-0.181 0.594 -0.272
-0.565 0.263 0.375
-0.505 1.253 0.890
-0.083 1.856 1.299
1.281 0.334 -0.350
0.605 -0.497 -0.489
-0.208 -1.002 0.242
0.866 0.024 -3.180
1.220 -1.074 1.138
-0.472 0.688 -0.167
-0.357 0.835 1.859
0.747 -0.473 0.641
-0.551 -0.089 -0.499
-1.138 0.263 0.233
-0.273 -0.198 -0.019

# 5
Entry from OMol25: 2 unconnected molecules or ions with the total composition C11H15N at a distorted geometry (the ωB97M-V functional and the def2-TZVPD basis).

Output
Energy relative to the best compared isomer or geometry (same formula, charge and spin)   238.5 kJ/mol
E_HOMO (alpha / beta)   -13.5 / -13.5 eV
Multiplicity   2
Total charge   +1
LUMO energy (alpha / beta)   -0.1424 / -0.2780 hartree
Expectation value of S²   0.7737
DFT total energy   -482.5456 Ha
Frontier orbital gap (alpha / beta)   9.648 / 5.898 eV

Element x y z (Å)
C1 2.0676 0.5436 2.8271
C2 2.0053 2.0038 2.3096
H1 1.1004 0.1823 2.9722
H2 2.8649 -0.0017 2.3012
H3 2.4151 0.4441 3.8904
H4 2.9316 2.4317 1.7871
H5 1.6184 2.7597 3.1142
H6 1.0843 2.0740 1.7092
C3 0.3414 -3.0987 -0.2975
C4 -1.3232 0.2315 -0.6795
C5 -0.2557 -0.5587 -0.9215
C6 -0.5984 -1.9351 -0.5513
C7 -1.7639 -1.8526 0.1408
C8 -1.2725 1.5931 -0.7765
C9 -0.1084 2.1872 -1.1872
C10 0.9849 -0.0328 -1.3160
C11 0.9835 1.3073 -1.5145
N1 -2.2675 -0.4859 0.1217
H7 -3.3339 -0.4207 -0.1273
H8 -2.1061 2.2274 -0.2483
H9 -2.4395 -2.7001 0.3735
H10 0.0052 3.2856 -1.0370
H11 1.8888 -0.7207 -1.4021
H12 -0.3324 -3.9741 -0.2595
H13 0.7582 -2.9457 0.7200
H14 1.9321 1.6945 -1.8933
H15 1.1224 -3.2663 -0.9541

Force components x, y, z for each atom (eV/Å):
2.847 1.602 1.599
-1.022 1.584 1.133
-1.566 -1.266 -0.822
-1.045 -0.432 -0.304
0.142 0.673 -0.727
-1.489 -0.787 0.802
1.395 -1.322 -0.911
0.697 -0.073 -0.819
-2.714 0.275 1.369
-1.753 1.054 1.619
1.177 -3.993 -0.384
4.109 1.604 0.611
-4.577 2.561 -0.463
-2.819 1.648 2.030
1.541 -0.294 -0.068
0.362 -1.240 -0.263
1.456 1.804 -0.503
-1.842 -3.564 -1.476
2.611 0.067 0.989
1.586 -1.273 -1.409
0.577 0.846 0.432
0.118 -1.050 -0.693
-1.307 1.295 -0.161
0.698 0.025 0.068
-0.190 -0.119 -0.454
-0.385 0.449 0.332
1.392 -0.073 -1.527

# 6
Entry from OMol25: a gas-phase ion, C11H15N2O (charge +1) at a distorted geometry (the ωB97M-V functional and the def2-TZVPD basis).

Output
Energy relative to the best compared isomer or geometry (same formula, charge and spin)   151.2 kJ/mol
E_HOMO   -11.2 eV
Multiplicity   1
Total charge   +1
LUMO energy   -0.1264 hartree
DFT total energy   -612.5843 Ha
Structure (SMILES)   CC1=[NH+]C=C2C=CC=C[C@@H]2[C@@H](O)N1C
Frontier orbital gap   7.800 eV

Element x y z (Å)
C1 3.1120 0.3496 -1.2641
C2 1.8845 0.4179 -0.4435
N1 1.2715 1.6058 -0.4389
C3 -0.0090 2.0352 -0.1873
C4 -1.0948 1.2629 0.0317
C5 -2.3785 1.8442 0.2843
C6 -3.4566 1.0544 0.5979
C7 -3.3846 -0.3842 0.4709
C8 -2.3364 -1.0691 -0.0011
C9 -1.0220 -0.2689 -0.0934
C10 0.1304 -0.6728 0.9149
O1 0.1470 -1.9081 1.5825
N2 1.4077 -0.6294 0.1459
C11 1.9075 -2.0620 -0.1359
H1 3.7830 -0.1710 -0.5649
H2 3.5542 1.3266 -1.2442
H3 2.8974 -0.0293 -2.2422
H4 1.7976 2.3555 -0.7822
H5 -0.1670 3.1086 -0.2158
H6 -2.5500 2.8925 0.3497
H7 -4.4662 1.3243 0.8194
H8 -4.3632 -0.7978 0.4522
H9 -2.1829 -2.1321 -0.0377
H10 -0.6700 -0.5131 -1.0565
H11 0.3576 0.0594 1.6286
H12 -0.5254 -1.9669 2.2870
H13 2.9107 -1.8432 -0.6078
H14 2.0997 -2.7804 0.6572
H15 1.3456 -2.4086 -0.9067

Force components x, y, z for each atom (eV/Å):
0.695 0.256 2.491
-0.902 0.540 -0.738
-0.108 -0.456 0.199
-2.283 -0.211 0.798
0.134 -0.810 -1.047
-2.388 -0.991 1.299
1.999 -0.039 -0.877
-0.177 -0.610 -1.398
1.601 1.886 2.049
-0.528 0.127 1.427
0.899 -0.435 -0.504
-0.777 -0.067 -0.393
-0.544 -3.743 1.178
4.110 3.151 -0.063
0.379 -0.561 -1.232
0.076 0.670 -0.711
0.410 -0.438 -0.427
1.246 0.825 -0.671
0.425 -0.099 0.119
0.400 0.811 -0.134
-0.125 1.200 0.173
-0.559 -0.981 0.537
-0.573 -0.290 -0.423
0.836 -0.184 -1.300
-0.807 1.508 1.241
0.272 0.381 -0.540
-1.044 -0.763 0.540
-0.663 0.733 0.353
-2.004 -1.409 -1.943